Entry 1:
A 2-piece molecular cluster, C5H7N overall in a non-equilibrium geometry, computed with ωB97M-V/def2-TZVPD.

```
13
Properties=species:S:1:pos:R:3:forces:R:3
C -1.574353 -1.281430 -1.055285 -2.099 -0.326 -0.517
C -0.721065 -0.537789 -0.432300 -0.624 0.778 0.801
C -0.351210 0.569106 0.162343 -2.757 0.399 -3.301
C -1.256017 1.730295 -0.334142 -0.169 -0.710 1.490
H -2.637534 -1.519004 -0.728816 1.761 -0.051 0.273
H -1.482331 -1.376265 -2.114907 0.378 -0.412 -0.645
H 0.514420 0.857457 0.603372 2.386 0.118 1.801
H -0.800571 2.471960 -0.923405 1.197 0.905 -0.753
H -1.645470 2.254884 0.544656 -0.261 -0.053 -0.099
H -2.048836 1.333489 -0.949755 -0.365 -0.086 0.206
C 0.665221 -2.489754 2.268068 -0.957 1.560 -2.501
N 0.286375 -1.910623 1.345716 0.823 -1.068 1.575
H 1.064407 -2.987254 3.064542 0.687 -1.056 1.670
```
Forces are in eV/Å.

Calculated values
LUMO energy, Eh: 0.0364
Charge: 0
Electronic energy, eV: -6784.5245
HOMO, eV: -8.902
2S+1: 1
Maximum force, eV/Å: 4.3
Energy relative to the best compared isomer or geometry (same formula, charge and spin), kJ/mol: 384.8

Here are the Löwdin charges for atoms 1 to 6, given in e: C -0.056; C -0.222; C -0.135; C -0.089; H 0.090; H 0.041



Entry 2:
An isolated molecule of C9H10F3N2P in a non-equilibrium geometry, computed with ωB97M-V/def2-TZVPD.

```
25
Properties=species:S:1:pos:R:3:forces:R:3
C -0.551139 -3.073304 0.234879 1.243 0.982 4.312
N -1.173555 -1.775325 0.072088 2.844 0.210 -0.796
N -2.414835 -1.491884 0.167251 -3.004 1.056 -0.281
C -2.565930 -0.164704 -0.117518 1.639 -0.948 0.927
C -3.900262 0.499419 -0.051156 2.520 -0.091 2.556
F -4.576232 -0.195899 0.949326 -0.488 1.148 -0.791
F -4.484363 0.326732 -1.209705 -1.718 0.359 -1.304
C -1.279746 0.392572 -0.327647 -1.909 -0.244 -0.239
C -0.445838 -0.667552 -0.216273 2.452 0.340 -0.429
C 1.024459 -0.288773 -0.624176 -2.630 -0.301 -1.510
F 1.270371 -0.944139 -1.896503 0.172 0.164 1.104
P 2.408987 -0.529531 0.589832 -0.007 -0.302 -0.490
C 0.810692 1.194309 -0.971097 -0.096 -1.897 1.476
C 0.508145 2.005383 0.197607 -0.379 3.608 1.242
C -0.643030 1.648651 -0.741859 1.446 -0.538 0.143
H 0.541379 -2.908368 -0.003134 -1.331 -0.498 0.522
H -0.752478 -3.397317 1.377105 0.976 0.761 -2.353
H -0.908629 -3.890732 -0.278750 -1.220 -1.204 -1.844
H -3.725273 1.607981 0.245438 -1.043 -1.638 -0.562
H 3.128149 -1.253206 -0.378509 0.531 0.226 -0.118
H 1.876995 -1.753472 0.947719 -0.119 -0.575 0.796
H 1.544919 1.498534 -1.650624 0.541 0.953 -1.191
H 0.919110 3.078750 0.125011 -0.830 -1.653 0.166
H 0.380217 1.705442 1.262342 0.466 -0.297 -1.068
H -1.154876 2.357383 -1.353380 -0.056 0.378 -0.268
```
Forces are in eV/Å.

Calculated values
LUMO energy, Eh: 0.0300
Charge: 0
Electronic energy, eV: -29913.1674
HOMO, eV: -9.191
2S+1: 1
Maximum force, eV/Å: 4.6
Energy relative to the best compared isomer or geometry (same formula, charge and spin), kJ/mol: 39.2

Here are the Löwdin charges for atoms 1 to 6, given in e: C 0.008; N -0.159; N 0.149; C -0.123; C -0.365; F 0.026



Entry 3:
An isolated molecule of C4H7N in a non-equilibrium geometry, computed with ωB97M-V/def2-TZVPD.

```
12
Properties=species:S:1:pos:R:3:forces:R:3
C 2.371718 0.160003 -0.665090 -2.385 -0.289 1.444
C 1.064936 -0.278714 -0.639543 2.596 0.567 -1.015
C 0.094591 0.133739 0.303668 -1.717 0.886 0.350
C -1.244291 -0.142239 0.079031 1.348 -0.004 1.540
N -2.278174 0.019034 1.004005 -1.521 -0.331 -0.044
H 2.766893 0.297016 -1.632145 1.328 -0.626 -0.711
H 2.842907 0.539615 0.252915 -0.233 0.404 -0.723
H 0.833440 -0.956725 -1.466301 -0.680 0.523 -0.081
H 0.442963 1.007776 0.924847 -0.646 -1.477 0.168
H -1.492255 -0.531623 -0.916020 -0.286 -0.270 0.636
H -3.240431 -0.295840 0.703016 1.913 0.667 0.591
H -2.162297 0.047956 2.051616 0.283 -0.051 -2.157
```
Forces are in eV/Å.

Calculated values
LUMO energy, Eh: 0.0341
Charge: 0
Electronic energy, eV: -5749.3566
HOMO, eV: -7.136
2S+1: 1
Maximum force, eV/Å: 2.8
Energy relative to the best compared isomer or geometry (same formula, charge and spin), kJ/mol: 198.8

Here are the Löwdin charges for atoms 1 to 6, given in e: C -0.021; C -0.250; C -0.170; C -0.198; N 0.014; H 0.021